[1]
Computed, not measured: a cluster of 2 separate species, C3H11NO2S in total, with the ωB97M-V functional and the def2-TZVPD basis.

Its frontier orbital gap is 9.99 eV. As for the SMILES: N[C@H](CO)CS.O.

Element x y z (Å)
N 1.391 0.162 -0.742
C 0.605 1.448 -0.800
C 1.168 2.281 0.379
O 2.515 2.613 0.174
C -0.926 1.285 -0.709
S -1.622 0.562 -2.217
H 0.854 -0.595 -1.138
H 1.361 -0.132 0.242
H 0.901 1.866 -1.760
H 0.978 1.747 1.318
H 0.585 3.205 0.398
H 3.015 1.799 0.215
H -1.278 2.324 -0.764
H -1.314 0.905 0.230
H -0.995 -0.623 -2.070
O -2.554 -6.478 2.101
H -2.891 -6.436 3.009
H -1.793 -5.933 2.132

[2]
Computed, not measured: a cluster of 2 separate species, C3H11NO2S in total, with the ωB97M-V functional and the def2-TZVPD basis.

Its frontier orbital gap is 9.92 eV. As for the SMILES: OCNCCS.O.

Element x y z (Å)
O 1.323 1.016 -1.672
C 1.547 1.071 -0.251
N 0.370 1.058 0.561
C -0.462 -0.147 0.487
C -1.198 -0.377 1.795
S -1.761 -2.101 2.005
H 0.817 1.780 -1.969
H 2.135 0.186 -0.025
H 2.050 2.002 -0.037
H -0.174 1.889 0.383
H -1.171 -0.105 -0.324
H 0.201 -0.978 0.301
H -0.595 -0.137 2.664
H -2.077 0.250 1.908
H -0.533 -2.599 2.190
O -0.324 -0.893 -3.005
H 0.394 -0.337 -2.662
H -0.541 -1.578 -2.349

[3]
Computed, not measured: a cluster of 2 separate species, C3H11NO2S2 in total, with the ωB97M-V functional and the def2-TZVPD basis.

Its frontier orbital gap is 9.47 eV. As for the SMILES: N[C@@H](CO)CSS.O.

Element x y z (Å)
N 0.298 1.662 0.612
C 0.443 0.310 1.282
C 2.029 0.103 1.529
O 2.428 -0.593 0.302
C -0.432 0.063 2.487
S -2.253 -0.067 2.221
S -2.388 -0.430 0.184
H 0.434 2.303 1.407
H -0.694 1.772 0.425
H 0.155 -0.553 0.405
H 2.544 1.037 1.704
H 2.337 -0.634 2.289
H 2.968 0.019 -0.229
H -0.421 1.066 3.182
H -0.302 -0.950 3.065
H -2.605 -1.724 0.067
O -1.882 -1.167 -7.110
H -1.353 -1.793 -6.627
H -1.305 -0.423 -7.195

[4]
Computed, not measured: a cluster of 3 separate species, C3H11NO2S2 in total, with the ωB97M-V functional and the def2-TZVPD basis.

Its frontier orbital gap is 3.47 eV.

Element x y z (Å)
N -0.207 1.680 0.970
C -0.334 0.805 -0.181
C -1.730 0.212 -0.388
O -1.963 -0.130 -1.770
C 0.786 -0.226 -0.019
S 1.147 -1.162 -1.493
S -1.498 -0.293 2.904
H -0.591 1.187 1.802
H -0.713 2.536 0.817
H -0.077 1.474 -1.023
H -2.540 0.916 -0.200
H -1.840 -0.686 0.219
H -1.138 -0.501 -2.105
H 1.599 0.295 0.490
H 0.542 -1.012 0.729
H -1.505 -0.587 4.221
H 3.052 -0.119 -1.556
H 4.561 0.135 -1.232
O 3.799 0.507 -1.648

[5]
Computed, not measured: an isolated molecule of C3H11NO2Si, with the ωB97M-V functional and the def2-TZVPD basis.

Its frontier orbital gap (spin up / spin down) is 7.08 / 7.66 eV. The multiplicity is 3.

Element x y z (Å)
C -0.899 -1.664 -0.914
C -0.395 0.337 1.618
C -0.839 1.487 -1.163
N 3.424 0.012 0.641
O 2.513 0.523 -0.155
O 1.373 -0.427 -0.498
Si -0.199 -0.041 -0.271
H -0.725 -2.044 -1.904
H -0.614 -2.534 -0.341
H -1.963 -1.652 -0.930
H 0.282 1.227 1.868
H -1.384 0.692 1.906
H -0.220 -0.621 2.096
H -0.985 1.370 -2.261
H -1.893 1.686 -0.885
H -0.313 2.227 -0.698
H 4.101 -0.716 0.278
H 3.177 -0.349 1.550

[6]
Computed, not measured: a cluster of 3 separate species, C3H11NO3 in total, with the ωB97M-V functional and the def2-TZVPD basis.

As for the charge: -1. Its frontier orbital gap (spin up / spin down) is 7.62 / 5.62 eV. The multiplicity is 2.

Element x y z (Å)
C 1.111 -1.419 -0.144
C 0.086 -0.312 0.001
C -1.117 -0.679 0.924
N -0.643 -0.714 2.338
O -1.827 -1.720 0.578
H 0.653 -2.301 -0.599
H 1.670 -1.622 0.774
H 1.868 -1.076 -0.858
H 0.515 0.598 0.399
H -0.302 -0.060 -0.984
H -1.163 -1.404 2.865
H -0.757 0.188 2.793
H 2.662 2.216 -1.106
H 0.878 2.091 -1.597
O 2.016 1.510 -1.201
H -1.740 0.244 0.878
H 0.033 3.261 -2.452
O -0.127 2.461 -1.942

[7]
Computed, not measured: a cluster of 3 separate species, C3H11NO3 in total, with the ωB97M-V functional and the def2-TZVPD basis.

Its frontier orbital gap is 10.45 eV. As for the SMILES: CNCC=O.O.O.

Element x y z (Å)
C -0.070 -0.435 -2.529
N 0.524 -0.394 -1.192
C 0.364 0.993 -0.662
C 0.037 0.886 0.802
O -0.895 1.333 1.421
H 0.444 -1.106 -3.264
H -1.117 -0.677 -2.770
H 0.185 0.491 -3.059
H -0.010 -1.047 -0.621
H -0.463 1.514 -1.159
H 1.278 1.538 -0.921
H 0.565 0.061 1.318
O -2.707 -1.214 1.351
H -3.517 -1.208 0.830
H -2.591 -0.264 1.495
O 2.805 -0.541 0.892
H 3.686 -0.878 0.769
H 2.393 -0.894 0.094

[8]
Computed, not measured: a cluster of 3 separate species, C3H11NO3 in total, with the ωB97M-V functional and the def2-TZVPD basis.

Its frontier orbital gap is 10.19 eV. As for the SMILES: CN(C)C=O.O.O.

Element x y z (Å)
C -0.937 0.834 -0.174
N 0.475 0.943 0.309
C 1.449 1.884 -0.193
C 1.006 -0.114 1.075
O 0.387 -1.194 1.206
H -1.540 0.637 0.827
H -0.993 0.073 -0.926
H -1.130 1.887 -0.524
H 2.493 1.773 0.048
H 1.393 2.847 0.457
H 1.312 2.029 -1.292
H 1.909 0.145 1.616
O -3.132 -1.815 0.253
H -2.986 -0.787 0.308
H -2.289 -2.169 0.223
O 0.884 -2.593 -1.186
H 0.490 -2.488 -0.364
H 1.208 -1.892 -1.663

[9]
Computed, not measured: a cluster of 3 separate species, C3H11NO3 in total, with the ωB97M-V functional and the def2-TZVPD basis.

Its frontier orbital gap is 9.93 eV. As for the SMILES: CN(C)C=O.O.O.

Element x y z (Å)
C 0.181 1.454 -1.846
N -0.275 1.507 -0.434
C 0.170 2.334 0.681
C -1.043 0.415 -0.122
O -1.273 -0.561 -0.803
H -0.423 0.757 -2.411
H 1.138 0.909 -1.849
H 0.176 2.415 -2.340
H 0.115 3.373 0.360
H 1.111 1.958 1.110
H -0.564 2.248 1.487
H -1.568 0.495 0.860
O -0.215 -1.568 2.310
H -0.267 -1.502 3.268
H -0.006 -2.492 2.086
O 1.140 -4.179 -0.583
H 1.068 -3.219 -0.467
H 0.535 -4.345 -1.307

[10]
Computed, not measured: a cluster of 4 separate species, C3H11NO4 in total, with the ωB97M-V functional and the def2-TZVPD basis.

Its frontier orbital gap is 4.87 eV.

Element x y z (Å)
O 1.670 -0.395 0.243
C 0.834 0.352 -0.581
C 0.264 1.581 -0.210
N 0.085 1.903 1.140
C -1.535 1.869 1.199
O -2.019 0.692 1.270
H 0.787 -0.046 -1.545
H -2.243 0.867 -1.686
H 0.131 2.458 -0.822
H 0.252 1.002 1.711
H -1.647 2.498 2.068
H -1.800 2.506 0.265
H -2.669 1.423 -1.522
H 1.291 -1.355 -0.002
H 1.201 -3.212 0.703
O 1.384 -2.870 -0.208
H -1.088 -2.348 -1.844
H 0.538 -2.638 -1.288
O -0.126 -2.087 -2.113

Looking at F_max for the records above, in order, we have 2.1, 0.9, 3.7, 1.6, 9.3, 1.8, 3.1, 4.9, 2.3, 6.8 eV/A.
Looking at relative energy (zero: lowest compared OMol25 entry of this formula, charge and spin) for the records above, in order, we have 43.1, 13.9, 169.4, 543.3, 421.5, 99.2, 226.9, 244.8, 147.3, 1003.1 kJ/mol.
Looking at calculated total energy for the records above, in order, we have -19709.0792, -19709.3824, -30543.2378, -30539.3626, -16745.1622, -10920.4270, -10920.6542, -10920.4684, -10921.4791, -12960.6634 eV.